Below is a molecular structure, C56H91AsGeN7O3P3SSi2Ti at a distorted geometry, with properties calculated with ωB97M-V/def2-TZVPD.

The geometry in XYZ format:
```
166
Properties=species:S:1:pos:R:3:mulliken_spin:R:1
Ti 1.715 -0.948 0.052 0.90
C 1.630 -4.595 -2.920 0.01
C 0.241 -3.956 -2.917 0.00
C -0.802 -4.969 -3.393 0.00
P -0.066 -3.121 -1.248 -0.02
C -1.793 -2.534 -1.746 0.01
N -2.640 -1.528 -1.106 0.00
Ge -2.298 0.457 -0.202 -0.03
N -3.193 1.823 1.779 0.00
C -2.453 2.640 2.709 0.00
P -0.579 2.334 2.762 0.00
C -0.336 1.800 4.553 0.00
C -0.336 0.265 4.595 0.00
C -1.275 2.317 5.646 0.00
C 0.025 4.127 2.748 0.00
C 1.442 4.204 2.170 0.00
C -0.037 4.929 4.045 0.00
C -4.024 0.918 2.311 0.00
C -4.323 0.760 3.693 0.00
C -5.177 -0.225 4.153 0.00
C -5.774 -1.121 3.279 0.00
C -5.530 -0.985 1.914 0.00
C -4.718 0.019 1.428 0.00
N -4.478 0.220 0.008 0.00
C -4.928 -0.869 -0.854 0.00
C -6.277 -1.022 -1.117 0.00
C -6.754 -2.055 -1.910 0.00
C -5.832 -2.919 -2.472 0.00
C -4.476 -2.753 -2.250 0.00
C -3.957 -1.726 -1.413 0.00
C -5.034 1.461 -0.526 0.00
C -6.242 1.972 -0.108 0.00
C -6.821 3.053 -0.767 0.00
C -6.182 3.564 -1.884 0.00
C -4.945 3.076 -2.283 0.00
C -4.291 2.063 -1.557 0.00
N -3.009 1.610 -1.739 0.00
C -2.126 2.320 -2.650 0.00
P -0.665 3.213 -1.877 -0.01
C -1.313 4.968 -1.690 0.00
C -2.580 4.913 -0.821 0.00
C -1.588 5.807 -2.936 0.00
C 0.460 3.283 -3.383 0.00
C -0.102 3.580 -4.776 0.00
C 1.679 4.149 -3.058 0.00
C -0.469 -4.680 -0.236 0.00
C -1.930 -4.811 0.196 0.00
C 0.440 -4.789 1.001 0.01
H 1.801 -5.125 -3.862 0.00
H 1.727 -5.318 -2.103 0.00
H 2.408 -3.844 -2.821 0.00
H 0.242 -3.134 -3.634 0.00
H -0.839 -5.851 -2.752 0.00
H -0.533 -5.305 -4.399 0.00
H -1.801 -4.536 -3.450 0.00
H -2.327 -3.476 -1.693 0.00
H -1.672 -2.302 -2.814 0.00
H -2.823 2.540 3.730 0.00
H -2.559 3.693 2.435 0.00
H 0.684 2.138 4.765 0.00
H -1.234 -0.134 4.114 0.00
H -0.328 -0.085 5.632 0.00
H 0.544 -0.139 4.092 0.00
H -2.198 1.732 5.663 0.00
H -1.540 3.366 5.545 0.00
H -0.791 2.183 6.619 0.00
H -0.653 4.593 2.030 0.00
H 2.181 3.913 2.919 0.00
H 1.665 5.228 1.849 0.00
H 1.546 3.546 1.309 0.00
H 0.555 4.457 4.831 0.00
H -1.062 5.049 4.397 0.00
H 0.372 5.931 3.876 0.00
H -3.879 1.428 4.419 0.00
H -5.375 -0.306 5.217 0.00
H -6.428 -1.904 3.640 0.00
H -6.002 -1.676 1.228 0.00
H -6.972 -0.314 -0.689 0.00
H -7.815 -2.176 -2.087 0.00
H -6.168 -3.731 -3.108 0.00
H -3.814 -3.438 -2.757 0.00
H -6.739 1.529 0.747 0.00
H -7.768 3.457 -0.436 0.00
H -6.641 4.369 -2.447 0.00
H -4.496 3.503 -3.170 0.00
H -2.663 3.052 -3.251 0.00
H -1.673 1.608 -3.345 0.00
H -0.521 5.473 -1.127 0.00
H -3.467 4.909 -1.451 0.00
H -2.647 5.781 -0.160 0.00
H -2.628 4.006 -0.217 0.00
H -2.263 5.293 -3.624 0.00
H -0.671 6.063 -3.466 0.00
H -2.067 6.743 -2.634 0.00
H 0.827 2.252 -3.426 0.00
H -0.298 4.638 -4.931 0.00
H -1.022 3.025 -4.971 0.00
H 0.635 3.267 -5.523 0.00
H 1.427 5.211 -3.031 0.00
H 2.463 3.990 -3.802 0.00
H 2.093 3.868 -2.087 0.00
H -0.215 -5.517 -0.889 0.00
H -2.295 -3.870 0.616 0.00
H -2.017 -5.582 0.966 0.00
H -2.585 -5.097 -0.628 0.00
H -0.013 -4.286 1.853 0.00
H 1.408 -4.327 0.826 0.00
H 0.593 -5.838 1.272 0.00
C 6.104 -2.632 1.864 0.00
Si 5.583 -0.832 1.443 -0.01
C 7.137 0.113 2.046 0.00
C 5.731 -0.531 -0.408 0.00
As 3.387 -0.539 2.258 -0.02
Si 4.303 0.603 4.148 0.00
C 3.242 1.140 5.643 0.00
C 5.436 -0.691 4.978 0.00
C 5.341 2.179 3.842 0.00
H 6.796 -3.047 1.122 0.00
H 5.227 -3.277 1.932 0.00
H 6.602 -2.663 2.836 0.00
H 8.018 -0.415 1.669 0.00
H 7.227 0.176 3.130 0.00
H 7.175 1.131 1.651 0.00
H 6.448 -1.198 -0.897 0.00
H 6.034 0.496 -0.622 0.00
H 4.778 -0.686 -0.886 0.00
H 2.434 0.437 5.861 0.00
H 2.799 2.130 5.507 0.00
H 3.889 1.190 6.522 0.00
H 4.870 -1.611 5.144 0.00
H 5.811 -0.337 5.941 0.00
H 6.290 -0.947 4.352 0.00
H 4.754 3.078 4.047 0.00
H 5.692 2.243 2.813 0.00
H 6.218 2.197 4.495 0.00
O 3.960 -2.037 -3.267 0.00
S 3.402 -0.707 -3.362 0.00
O 4.327 0.327 -3.716 0.00
N 2.558 -0.359 -1.994 0.09
C 1.248 -0.336 -2.269 -0.14
O 0.487 -0.207 -1.266 0.17
C 0.883 -0.505 -3.667 0.01
C -0.365 -0.442 -4.278 0.00
C -0.446 -0.633 -5.645 0.00
C 0.691 -0.879 -6.411 0.00
C 1.943 -0.917 -5.809 0.00
C 2.008 -0.721 -4.451 -0.01
H -1.255 -0.252 -3.688 0.00
H -1.413 -0.592 -6.129 0.00
H 0.597 -1.032 -7.477 0.00
H 2.842 -1.088 -6.388 0.00
C 5.358 -4.473 -1.565 0.01
N 4.261 -4.386 -0.605 0.01
C 4.014 -5.574 0.202 0.01
C 3.599 -3.286 -0.388 0.09
N 2.870 -2.517 0.099 -0.02
H 6.308 -4.570 -1.035 0.00
H 5.371 -3.586 -2.185 -0.01
H 5.211 -5.351 -2.198 0.00
H 4.952 -5.900 0.651 0.00
H 3.614 -6.374 -0.425 0.00
H 3.299 -5.349 0.989 0.00
C 0.313 -1.590 1.506 -0.08
H 0.759 -2.248 2.256 0.01
H -0.517 -2.135 1.040 0.00
H -0.156 -0.755 2.034 0.01
```

Net charge ... -1
Energy relative to the best compared isomer or geometry (same formula, charge and spin) ... 66.0 kcal/mol
2S+1 ... 2
HOMO level (alpha / beta) ... -0.1254 / -0.1254 hartree
⟨S²⟩ ... 0.7585
Frontier orbital gap (alpha / beta) ... 0.1653 / 0.1645 Ha